Computed, not measured: the molecule C8H19O2P, with ωB97M-V/def2-TZVPD.

The spin multiplicity is 1. Its total energy is -21985.0574 eV. As for the SMILES: CC(=O)OCCCCCC[PH4]. The value obtained for the HOMO-LUMO gap is 9.18 eV.

Last column: Löwdin charge in e.
CARTESIAN COORDINATES (ANGSTROEM)
C: 4.069 -1.470 0.406  0.0180
C: 4.415 -0.094 -0.119  -0.5439
O: 5.420 0.472 0.182  0.1262
O: 3.586 0.461 -1.047  -0.0097
C: 2.167 0.356 -0.885  -0.1913
C: 1.684 0.966 0.424  -0.1762
C: 0.261 0.527 0.766  -0.2020
C: -0.811 1.158 -0.144  -0.2004
C: -1.952 0.205 -0.561  -0.2973
C: -3.324 0.552 0.008  -0.4598
P: -4.460 -0.963 0.007  0.6333
H: 4.746 -2.177 -0.074  0.0960
H: 4.268 -1.493 1.475  0.0934
H: 3.045 -1.777 0.222  0.0662
H: 1.835 -0.682 -0.974  0.1150
H: 1.765 0.892 -1.742  0.1249
H: 1.718 2.055 0.344  0.1266
H: 2.366 0.686 1.232  0.1153
H: 0.197 -0.565 0.716  0.1029
H: 0.064 0.795 1.806  0.1111
H: -0.333 1.567 -1.038  0.0995
H: -1.245 2.015 0.375  0.1055
H: -1.690 -0.822 -0.271  0.0833
H: -2.028 0.197 -1.652  0.0999
H: -3.237 0.881 1.051  0.0717
H: -3.796 1.354 -0.569  0.0723
H: -3.672 -1.561 1.034  -0.0207
H: -4.151 -1.221 -1.364  -0.0200
H: -5.585 -0.171 0.386  -0.0323
H: -5.322 -2.144 0.007  -0.1076

Computed, not measured: a structure of composition C6H16N2O4Rb, with ωB97M-V/def2-TZVPD.

The spin multiplicity is 1. Its total energy is -18302.2395 eV. The value obtained for the HOMO-LUMO gap is 3.15 eV. The total charge is -1.

Last column: Löwdin charge in e.
CARTESIAN COORDINATES (ANGSTROEM)
Rb: -0.950 0.359 -4.421  0.7734
O: -3.611 2.440 -7.919  -0.6792
H: -3.655 2.893 -7.054  -0.2289
O: 0.592 4.024 -6.362  -0.6664
H: 0.682 4.850 -5.849  -0.2277
C: -2.910 -0.356 1.820  -0.2993
O: -2.301 0.192 0.886  -0.0188
N: -3.742 0.343 2.680  -0.1979
C: -4.511 -0.378 3.672  -0.0880
C: -4.167 1.742 2.358  -0.0151
H: -2.810 -1.423 2.072  0.1277
H: -4.111 -0.188 4.667  0.0805
H: -4.357 -1.448 3.535  0.0760
H: -5.582 -0.190 3.752  0.0868
H: -5.069 1.655 1.752  0.0920
H: -4.273 2.234 3.325  0.0870
H: -3.398 2.167 1.713  0.0814
C: 3.775 -2.421 -1.122  -0.3128
O: 2.948 -1.906 -1.954  -0.0516
N: 4.562 -1.714 -0.326  -0.1918
C: 4.702 -0.226 -0.302  -0.0177
C: 4.955 -2.282 0.972  -0.0610
H: 3.798 -3.497 -0.889  0.1287
H: 4.452 0.307 -1.219  0.0912
H: 5.758 -0.035 -0.110  0.0869
H: 4.006 0.139 0.455  0.0906
H: 4.640 -3.321 1.065  0.0818
H: 6.044 -2.278 1.027  0.0852
H: 4.533 -1.681 1.777  0.0871

Computed, not measured: a cluster of 5 separate species, C16H29FO8S2 in total, with ωB97M-V/def2-TZVPD.

The spin multiplicity is 1. Its total energy is -57828.3482 eV. The value obtained for the HOMO-LUMO gap is 9.26 eV.

Last column: Löwdin charge in e.
CARTESIAN COORDINATES (ANGSTROEM)
F: 0.782 6.274 1.659  0.0555
C: 0.266 5.222 0.993  -0.2925
C: -0.826 4.555 1.525  -0.0177
C: -1.289 3.398 0.925  -0.0815
C: -0.753 3.023 -0.291  -0.1131
C: 0.367 3.684 -0.799  -0.0743
C: 0.899 4.777 -0.135  -0.0232
H: -1.242 4.954 2.445  0.1178
H: -2.020 2.746 1.385  0.1086
H: -1.187 2.204 -0.849  0.0783
H: 0.830 3.280 -1.690  0.1064
H: 1.859 5.160 -0.456  0.1190
C: -4.366 1.356 -2.023  -0.2722
S: -3.764 2.826 -2.851  0.7854
O: -3.835 2.609 -4.310  -0.5448
C: -5.157 3.881 -2.456  -0.2711
H: -4.750 1.561 -1.026  0.0531
H: -3.614 0.570 -2.018  0.0332
H: -5.213 0.972 -2.609  0.0613
H: -6.054 3.526 -2.963  0.0603
H: -4.877 4.886 -2.760  0.0465
H: -5.361 3.887 -1.383  0.0513
C: -1.717 -6.181 3.896  -0.2589
S: -2.016 -4.852 2.704  0.7900
O: -3.005 -3.933 3.315  -0.5436
C: -0.378 -4.132 2.871  -0.2507
H: -2.621 -6.775 3.975  0.0487
H: -1.539 -5.687 4.854  0.0587
H: -0.835 -6.723 3.570  0.0472
H: -0.276 -3.735 3.886  0.0656
H: -0.250 -3.313 2.172  0.0277
H: 0.331 -4.945 2.735  0.0522
C: 8.107 0.368 -1.161  -0.0385
O: 6.814 0.136 -0.608  0.0059
C: 6.034 -0.647 -1.345  -0.6252
O: 6.310 -1.109 -2.422  0.1278
O: 4.882 -0.821 -0.698  0.0012
C: 4.036 -1.829 -1.244  -0.0394
H: 8.031 0.971 -2.064  0.0992
H: 8.614 -0.577 -1.331  0.0982
H: 8.648 0.948 -0.417  0.0939
H: 4.560 -2.784 -1.206  0.1033
H: 3.646 -1.604 -2.232  0.1028
H: 3.200 -1.917 -0.555  0.0710
C: 1.069 -0.194 0.175  -0.0247
O: 0.358 -1.438 0.261  -0.0038
C: -0.933 -1.354 -0.048  -0.6242
O: -1.501 -0.334 -0.348  0.1125
O: -1.462 -2.568 -0.002  -0.0168
C: -2.902 -2.637 0.090  -0.0195
H: 0.636 0.524 0.869  0.0964
H: 1.065 0.146 -0.858  0.1045
H: 2.087 -0.377 0.504  0.0813
H: -3.128 -3.692 0.162  0.0791
H: -3.338 -2.184 -0.797  0.0913
H: -3.216 -2.103 0.984  0.1000

Computed, not measured: a structure of composition C17H36F6NO4PbS4Si4Te2, with ωB97M-V/def2-TZVPD.

The spin multiplicity is 1. Its total energy is -138889.9039 eV. The value obtained for the HOMO-LUMO gap is 7.19 eV. The total charge is -1.

Last column: Löwdin charge in e.
CARTESIAN COORDINATES (ANGSTROEM)
Pb: 0.846 0.052 -1.031  0.6026
F: 0.034 -1.454 5.353  0.1282
C: 0.882 -1.243 4.344  -0.6733
F: 1.932 -2.059 4.506  0.1237
F: 1.321 0.016 4.425  0.1258
S: 0.088 -1.552 2.703  0.4866
O: 1.066 -1.035 1.781  -0.4267
O: -0.192 -2.953 2.717  -0.2969
N: -1.217 -0.693 2.883  -0.3037
S: -1.599 0.652 2.174  0.5055
O: -0.548 1.281 1.412  -0.3916
O: -2.906 0.615 1.587  -0.3136
C: -1.842 1.735 3.651  -0.6770
F: -2.588 1.129 4.574  0.1336
F: -2.468 2.857 3.279  0.1261
F: -0.677 2.071 4.205  0.1316
Te: 1.439 -0.545 -3.847  0.6676
C: 3.438 -0.380 -3.218  -1.1073
C: 4.191 -1.323 -2.577  -0.2675
C: 5.509 -0.881 -2.271  -0.2085
C: 5.742 0.393 -2.688  -0.4438
S: 4.354 1.055 -3.445  0.8944
H: 3.809 -2.305 -2.331  0.0951
H: 6.238 -1.483 -1.748  0.0958
H: 6.637 0.983 -2.576  0.0545
C: -2.557 1.589 -1.816  -0.4091
S: -0.921 2.336 -1.805  0.6610
C: -0.735 2.637 -3.571  -0.4209
H: -2.550 0.713 -2.461  0.0038
H: -3.288 2.317 -2.167  0.0487
H: -2.790 1.283 -0.796  0.0117
H: -1.429 3.421 -3.877  0.0370
H: -0.923 1.724 -4.134  0.0017
H: 0.289 2.952 -3.759  0.0307
C: -4.137 -6.220 -1.731  -0.2209
Si: -3.408 -4.689 -0.894  0.3054
C: -4.870 -3.665 -0.287  -0.2196
C: -2.504 -5.306 0.633  -0.2156
Si: -2.045 -3.338 -2.264  0.0440
Te: -1.270 -1.796 -0.470  0.5231
Si: -3.522 -2.334 -3.770  0.3335
C: -4.664 -1.113 -2.894  -0.2201
C: -4.644 -3.572 -4.648  -0.2144
C: -2.538 -1.406 -5.088  -0.2215
Si: -0.632 -4.875 -3.331  0.3413
C: 0.753 -4.255 -4.444  -0.2488
C: 0.171 -5.937 -1.995  -0.2221
C: -1.652 -6.000 -4.457  -0.2173
H: -4.858 -6.687 -1.054  0.0281
H: -3.363 -6.957 -1.956  0.0127
H: -4.651 -5.985 -2.667  0.0107
H: -5.404 -4.207 0.499  0.0285
H: -5.577 -3.442 -1.089  0.0116
H: -4.530 -2.714 0.131  0.0214
H: -3.223 -5.744 1.331  0.0308
H: -1.983 -4.497 1.151  -0.0008
H: -1.758 -6.065 0.388  0.0160
H: -5.591 -1.605 -2.594  0.0180
H: -4.918 -0.266 -3.537  0.0300
H: -4.205 -0.724 -1.983  -0.0002
H: -5.355 -4.006 -3.940  0.0163
H: -4.081 -4.398 -5.087  0.0065
H: -5.210 -3.084 -5.445  0.0287
H: -1.755 -0.796 -4.628  -0.0146
H: -3.174 -0.750 -5.688  0.0278
H: -2.035 -2.105 -5.761  0.0245
H: 1.620 -3.927 -3.870  0.0023
H: 0.451 -3.407 -5.061  -0.0180
H: 1.058 -5.069 -5.109  0.0271
H: 0.473 -5.318 -1.146  0.0294
H: 1.060 -6.444 -2.379  0.0263
H: -0.519 -6.694 -1.614  0.0158
H: -2.040 -5.440 -5.311  0.0169
H: -2.502 -6.459 -3.953  0.0010
H: -1.009 -6.796 -4.844  0.0303

Computed, not measured: a cluster of 5 separate species, C7H26NO4 in total, with ωB97M-V/def2-TZVPD.

The spin multiplicity is 2. Its total energy is -17340.9452 eV. The value obtained for the HOMO-LUMO gap (spin up / spin down) is 10.35 / 3.18 eV. The total charge is +2.

Last column: Löwdin charge in e.
CARTESIAN COORDINATES (ANGSTROEM)
N: 1.572 4.084 8.696  0.3144
H: 1.551 3.854 7.713  0.0753
H: 2.514 3.959 9.038  0.0822
H: 0.832 3.633 9.214  0.0606
H: 1.311 5.052 8.817  0.0759
C: 1.252 4.460 5.158  -0.1497
O: 1.706 3.526 6.039  -0.1361
H: 2.206 4.911 4.885  0.0961
H: 0.810 3.971 4.291  0.1012
H: 0.582 5.243 5.514  0.0943
H: 2.401 3.088 5.543  0.1145
C: -1.742 4.059 11.066  -0.0460
C: -0.603 3.108 11.265  -0.4824
C: -0.886 1.833 12.127  -0.0046
O: -0.358 2.791 9.920  -0.0954
H: -2.129 4.496 11.987  0.1027
H: -2.600 3.483 10.721  0.0999
H: -1.467 4.772 10.289  0.0730
H: 0.209 3.715 11.665  0.1231
H: -1.149 2.138 13.140  0.0933
H: 0.014 1.227 12.022  0.0727
H: -1.767 1.284 11.794  0.0917
H: -1.163 2.420 9.550  0.1273
C: 5.493 2.170 10.540  0.0122
C: 4.144 2.770 10.432  -0.3694
C: 3.287 2.622 11.712  0.0797
O: 4.140 4.169 10.129  0.2282
H: 6.082 2.748 11.253  0.1213
H: 5.942 2.097 9.550  0.1265
H: 5.535 1.125 10.848  0.1288
H: 3.630 2.277 9.607  0.1686
H: 3.849 2.894 12.606  0.1198
H: 3.075 1.564 11.866  0.1371
H: 2.431 3.296 11.713  0.0856
H: 4.877 4.541 10.620  0.1699
O: 0.334 6.548 8.837  -0.0265
H: -0.563 6.623 9.162  0.0601
H: 0.447 7.309 8.267  0.0746

Computed, not measured: a cluster of 5 separate species, CH12O4S in total, with ωB97M-V/def2-TZVPD.

The spin multiplicity is 1. Its total energy is -20257.0266 eV. As for the SMILES: CS.O.O.O.O. The value obtained for the HOMO-LUMO gap is 9.62 eV.

Last column: Löwdin charge in e.
CARTESIAN COORDINATES (ANGSTROEM)
C: -1.706 0.971 0.205  -0.4202
S: -0.886 0.806 1.897  0.6368
H: -2.722 1.188 0.431  0.0006
H: -1.543 0.000 -0.361  0.0216
H: -1.230 1.852 -0.249  0.0241
H: 0.365 0.881 1.290  -0.1398
O: 0.867 1.133 -1.661  -0.0863
H: 1.555 1.172 -2.366  0.0855
H: 1.375 1.060 -0.820  0.0357
O: 0.169 -1.900 0.458  -0.1080
H: 0.166 -2.128 -0.533  0.0824
H: -0.626 -1.337 0.599  -0.0098
O: -0.305 -1.244 -2.461  -0.1147
H: -0.036 -0.306 -2.135  0.0245
H: -1.027 -1.075 -3.083  0.0413
O: 2.214 -0.288 0.499  -0.0953
H: 3.082 -0.702 0.398  0.0565
H: 1.503 -0.940 0.569  -0.0352

Computed, not measured: the molecule C5H10O2, with ωB97M-V/def2-TZVPD.

The spin multiplicity is 1. Its total energy is -9440.3701 eV. As for the SMILES: CO[C@H]1C[C@H]1CO. The value obtained for the HOMO-LUMO gap is 10.37 eV.

Last column: Löwdin charge in e.
CARTESIAN COORDINATES (ANGSTROEM)
C: -0.204 0.697 2.285  -0.0916
O: -0.114 -0.055 1.088  -0.1677
C: 0.474 0.646 0.007  -0.3042
C: 1.683 -0.012 -0.617  -0.0298
C: 0.345 -0.017 -1.308  -0.2349
C: -0.545 -1.222 -1.314  -0.2368
O: -1.912 -0.849 -1.351  -0.0519
H: -0.982 1.463 2.173  0.0892
H: 0.758 1.144 2.576  0.0935
H: -0.519 0.008 3.076  0.0900
H: 0.375 1.732 -0.002  0.1520
H: 2.496 0.585 -1.030  0.1024
H: 1.984 -0.953 -0.161  0.1137
H: 0.250 0.654 -2.156  0.1446
H: -0.348 -1.797 -2.216  0.1231
H: -0.319 -1.827 -0.426  0.1227
H: -2.098 -0.312 -0.567  0.0858

Computed, not measured: a cluster of 2 separate species, C3H10N2OP in total, with ωB97M-V/def2-TZVPD.

The spin multiplicity is 1. Its total energy is -17578.8325 eV. The value obtained for the HOMO-LUMO gap is 7.36 eV. The total charge is +1.

Last column: Löwdin charge in e.
CARTESIAN COORDINATES (ANGSTROEM)
C: -1.706 -1.946 1.022  -0.1703
C: 3.213 0.756 0.437  -0.0990
C: -1.686 1.321 -1.365  -0.2954
N: -1.518 -0.774 0.217  -0.3560
N: 2.247 0.754 -0.564  -0.0934
O: 1.324 -0.020 -0.538  -0.0572
P: -2.678 0.094 -0.444  1.1130
H: -2.785 -2.069 1.226  0.0739
H: -1.271 -2.918 0.563  0.1282
H: -1.178 -1.941 2.060  0.1281
H: 4.001 0.156 -0.095  0.1313
H: 3.168 0.525 1.451  0.0593
H: 3.654 1.852 0.559  0.1421
H: -1.997 2.424 -1.360  0.0855
H: -1.733 1.102 -2.418  0.0385
H: -0.634 1.250 -0.889  0.0421
H: -0.420 -0.564 0.137  0.1293

Computed, not measured: a cluster of 4 separate species, H8O4 in total, with ωB97M-V/def2-TZVPD.

The spin multiplicity is 1. Its total energy is -8319.4200 eV. As for the SMILES: O.O.O.O. The value obtained for the HOMO-LUMO gap is 10.71 eV.

Last column: Löwdin charge in e.
CARTESIAN COORDINATES (ANGSTROEM)
O: -0.974 -0.066 -0.024  -0.0605
H: -1.832 0.292 -0.133  0.0566
H: -0.437 0.394 -0.749  0.0808
O: 0.820 0.211 2.067  -0.0888
H: 0.723 1.055 2.456  -0.0093
H: 0.150 0.109 1.302  0.0195
O: -0.370 -2.738 -0.604  -0.1319
H: -0.711 -1.757 -0.615  0.0317
H: -0.992 -3.151 0.037  0.0364
O: 1.034 1.658 -1.540  -0.0889
H: 1.962 1.649 -1.359  0.0254
H: 0.627 2.344 -0.838  0.1290

Computed, not measured: the molecule C3H4FN3, with ωB97M-V/def2-TZVPD.

The spin multiplicity is 1. Its total energy is -10362.6083 eV. As for the SMILES: Nc1n[nH]cc1F. The value obtained for the HOMO-LUMO gap is 9.60 eV.

Last column: Löwdin charge in e.
CARTESIAN COORDINATES (ANGSTROEM)
N: -1.081 1.191 1.201  0.1054
C: -0.213 0.497 0.404  -0.3819
N: 0.698 1.043 -0.439  0.0784
N: 1.127 0.000 -1.214  -0.0396
C: 0.486 -1.167 -0.916  -0.0270
C: -0.375 -0.831 0.051  -0.2781
F: -1.208 -1.673 0.686  0.0658
H: -0.643 2.103 1.515  0.1232
H: -1.285 0.635 2.032  0.0931
H: 1.700 0.309 -1.959  0.1315
H: 0.795 -2.108 -1.360  0.1293

Computed, not measured: the molecule C4H8N2O2, with ωB97M-V/def2-TZVPD.

The spin multiplicity is 1. Its total energy is -11348.2047 eV. As for the SMILES: [O-][N@@+]12CCN[C@@H]1[C@@H]2O. The value obtained for the HOMO-LUMO gap is 8.56 eV.

Last column: Löwdin charge in e.
CARTESIAN COORDINATES (ANGSTROEM)
O: -2.526 1.026 0.062  -0.2177
N: -1.318 0.362 -0.039  -0.2825
C: -0.230 0.873 -0.956  -0.0777
C: 0.995 0.256 -0.376  -0.2288
N: 0.788 0.021 1.053  0.0056
C: -0.619 -0.132 1.226  -0.1285
C: -1.339 -1.127 0.242  -0.1934
O: -0.626 -1.990 -0.552  0.0352
H: -0.160 2.037 -1.077  0.1601
H: -0.516 0.506 -2.003  0.1513
H: 1.210 -0.731 -0.798  0.1062
H: 1.860 0.884 -0.588  0.1209
H: 1.155 0.860 1.542  0.1315
H: -1.026 0.257 2.171  0.1612
H: -2.336 -1.551 0.386  0.1623
H: -0.421 -2.607 0.120  0.0941

Computed, not measured: a cluster of 2 separate species, CH4INOS in total, with ωB97M-V/def2-TZVPD.

The spin multiplicity is 1. Its total energy is -23572.2817 eV. As for the SMILES: C=[NH+][O-].SI. The value obtained for the HOMO-LUMO gap is 8.28 eV.

Last column: Löwdin charge in e.
CARTESIAN COORDINATES (ANGSTROEM)
C: -0.914 0.280 -1.329  0.0367
N: -0.688 0.408 -0.095  -0.2381
O: -0.650 1.455 0.599  -0.1886
H: -1.349 1.100 -1.816  0.0685
H: -1.077 -0.822 -1.745  0.1316
H: -0.407 -0.374 0.435  0.1385
S: 0.258 2.151 3.450  -0.0338
I: 1.452 3.651 2.168  0.3354
H: 0.560 1.093 2.666  -0.2501